C2H4I2NO3 | ωB97M-V with the def2-TZVPD basis set

Geometry (Å):
I 0.8349 3.0948 0.8384
I 2.2662 1.3067 -4.1936
O -0.6243 -1.7605 0.0479
O -0.1915 1.4015 1.2204
O 0.7997 0.2317 -0.4699
N -1.6848 -0.8227 1.8300
C 0.0485 0.4036 0.4608
C -0.8478 -0.8261 0.8399
H 3.3090 0.1886 -4.3778
H -1.8532 -0.1086 2.4652
H 0.1523 -1.3888 -0.5242
H -2.2089 -1.7203 1.8629

Forces on the atoms, in the same order (eV/Å):
0.15 0.35 0.01
-1.06 1.12 0.20
0.60 -1.30 -1.05
0.04 0.75 0.31
-0.42 0.09 0.59
-0.24 -3.93 -2.30
-0.19 -1.10 -0.22
0.86 2.99 0.77
1.05 -1.12 -0.18
-0.16 1.66 1.09
-0.76 -0.54 0.12
0.11 1.03 0.66

Output
HOMO level (Eh): -0.4507
Energy above the lowest of the compared OMol25 structures with the same formula, charge and spin (kcal/mol): 17.7
Total charge: +1
LUMO level (hartree): -0.201

Atomic partial charges in e from the Löwdin method, atoms 1 to 5: number 1, I, carries 1.16; number 2, I, carries 0.43; number 3, O, carries 0.24; number 4, O, carries -0.49; number 5, O, carries 0.09